[1]
15
Properties=species:S:1:pos:R:3:nbo_charge:R:1 method="wB97M-V/def2-TZVPD" e_above_lowest_kj_mol=25.9 smiles="CCC(=O)NC" orbital_gap_ev=10.5006 charge=0 homo_ev=-9.6
C 2.392 -0.292 0.234 -0.60
C 1.165 0.509 -0.177 -0.50
C -0.132 -0.161 0.254 0.68
O -0.174 -1.056 1.082 -0.63
N -1.245 0.317 -0.374 -0.62
C -2.572 -0.172 -0.076 -0.42
H 2.369 -1.291 -0.210 0.21
H 3.308 0.211 -0.093 0.21
H 2.425 -0.419 1.318 0.22
H 1.196 1.511 0.271 0.22
H 1.142 0.656 -1.264 0.21
H -1.149 1.118 -0.976 0.39
H -3.136 -0.315 -1.002 0.20
H -2.465 -1.128 0.435 0.24
H -3.125 0.513 0.578 0.19

=====

[2]
21
Properties=species:S:1:pos:R:3:nbo_charge:R:1 method="wB97M-V/def2-TZVPD" e_above_lowest_kj_mol=402.5 smiles=O.O.O.O.O.O.O orbital_gap_ev=9.6735 charge=0 homo_ev=-10.0
O -0.835 0.780 -1.336 -0.93
H -1.241 0.197 -1.987 0.47
H 0.110 0.711 -1.515 0.46
O -0.484 2.486 0.849 -0.92
H -0.844 1.953 1.567 0.47
H 0.440 2.217 0.798 0.45
O -2.708 -2.019 -0.207 -0.93
H -2.225 -2.378 -0.960 0.46
H -2.673 -1.065 -0.340 0.46
O 2.100 -0.395 2.036 -0.93
H 1.374 0.012 1.550 0.46
H 2.096 0.057 2.887 0.46
O 4.658 0.199 -1.338 -0.94
H 4.231 0.927 -1.803 0.46
H 4.372 -0.586 -1.818 0.47
O 2.032 -1.715 0.557 -0.92
H 1.618 -0.975 0.099 0.43
H 2.846 -1.344 0.916 0.49
O -5.191 0.008 0.103 -0.93
H -4.366 0.261 0.531 0.46
H -5.309 0.666 -0.590 0.47

=====

[3]
9
Properties=species:S:1:pos:R:3:nbo_charge:R:1 method="wB97M-V/def2-TZVPD" e_above_lowest_kj_mol=588.6 orbital_gap_ev="7.1604 / 7.4406" charge=0 homo_ev="-9.6 / -9.6"
C 1.280 0.722 -1.136 -0.23
C 1.339 1.903 -0.850 -0.21
C -0.722 -1.037 0.532 -0.65
O 1.044 -1.260 2.489 -0.84
S -3.439 -1.807 -0.331 -0.23
S -1.867 -0.698 -0.592 0.56
S -0.029 -0.376 1.936 1.17
H 1.339 -0.230 -1.538 0.23
H 1.055 2.784 -0.510 0.21

=====

[4]
6
Properties=species:S:1:pos:R:3:mulliken_spin:R:1 method="wB97M-V/def2-TZVPD" e_above_lowest_kj_mol=22.3 spin_multiplicity=2 orbital_gap_ev="5.7953 / 8.0250" charge=+1 homo_ev="-11.6 / -13.8"
O 0.488 1.212 -0.094 -0.01
C -0.520 0.438 -0.090 -0.02
O -1.707 0.693 -0.001 0.00
La 2.602 0.022 0.036 1.03
O -0.078 -0.875 -0.042 0.00
H -0.784 -1.489 0.191 0.00

=====

[5]
79
Properties=species:S:1:pos:R:3:lowdin_charge:R:1 method="wB97M-V/def2-TZVPD" orbital_gap_ev=4.9135 charge=+1 homo_ev=-10.9
Au -2.038 2.022 0.525 1.08
B -5.136 2.042 -1.600 -0.46
N -4.414 0.745 -1.273 -0.07
C -4.938 -0.449 -1.601 -0.06
C -4.058 -1.442 -1.227 -0.04
C -2.984 -0.751 -0.670 -0.17
N -3.219 0.557 -0.716 -0.08
N -4.474 3.326 -1.136 -0.06
C -4.888 4.526 -1.586 -0.05
C -4.146 5.513 -0.977 -0.03
C -3.280 4.818 -0.133 -0.15
N -3.502 3.512 -0.246 -0.06
H -5.267 2.099 -2.789 0.08
H -6.239 1.985 -1.134 0.08
H -5.892 -0.519 -2.081 0.13
H -4.174 -2.499 -1.344 0.10
H -2.071 -1.129 -0.259 0.08
H -5.675 4.608 -2.309 0.13
H -4.216 6.571 -1.117 0.10
H -2.536 5.196 0.540 0.10
C -2.837 0.507 5.332 -0.15
Si -2.820 0.506 3.420 0.51
C -1.542 -0.806 2.872 -0.18
C -4.596 0.110 2.856 -0.16
C -2.301 2.178 2.698 -0.17
H -3.125 -0.472 5.701 0.04
H -3.547 1.230 5.717 0.03
H -1.860 0.742 5.739 0.03
H -1.966 -1.803 2.921 0.04
H -0.673 -0.778 3.521 0.01
H -1.208 -0.628 1.855 -0.02
H -4.909 -0.862 3.223 0.04
H -4.704 0.107 1.777 0.01
H -5.284 0.848 3.257 0.04
H -1.355 2.543 3.078 0.02
H -3.058 2.948 2.802 0.02
C 4.348 -2.227 -3.729 -0.03
C 4.437 -1.026 -2.777 -0.51
C 4.871 0.194 -3.607 -0.03
C 5.554 -1.299 -1.761 -0.04
C 3.050 -0.738 -2.097 -0.42
O 2.226 0.027 -2.966 0.00
C 2.210 -1.995 -1.745 -0.10
C 2.736 -3.060 -0.766 -0.12
C 2.496 -2.763 0.685 -0.24
C 1.272 -3.096 1.258 -0.04
C 1.021 -2.866 2.597 -0.12
C 1.990 -2.251 3.379 -0.67
Cl 1.663 -1.899 5.040 0.69
C 3.226 -1.938 2.836 -0.08
C 3.474 -2.205 1.502 -0.05
C 3.254 0.177 -0.861 -0.03
N 2.090 0.959 -0.560 -0.08
C 0.941 0.627 0.025 -0.09
N 0.159 1.695 0.083 -0.01
C 0.900 2.670 -0.493 -0.18
N 2.067 2.246 -0.881 0.15
H 5.272 -2.297 -4.300 0.10
H 3.532 -2.122 -4.443 0.09
H 4.220 -3.162 -3.190 0.08
H 5.906 0.064 -3.914 0.09
H 4.801 1.117 -3.039 0.09
H 4.271 0.309 -4.505 0.09
H 6.452 -1.593 -2.299 0.10
H 5.309 -2.103 -1.077 0.06
H 5.795 -0.415 -1.181 0.09
H 2.244 -0.360 -3.848 0.10
H 2.001 -2.495 -2.693 0.12
H 1.246 -1.626 -1.385 0.11
H 3.792 -3.245 -0.936 0.10
H 2.204 -3.985 -0.997 0.13
H 0.518 -3.579 0.654 0.12
H 0.088 -3.171 3.040 0.10
H 3.993 -1.504 3.460 0.11
H 4.458 -2.002 1.110 0.11
H 4.029 0.911 -1.086 0.13
H 3.529 -0.414 0.009 0.11
H 0.715 -0.341 0.426 0.12
H 0.569 3.680 -0.604 0.12

=====

[6]
30
Properties=species:S:1:pos:R:3:nbo_charge:R:1 method="wB97M-V/def2-TZVPD" e_above_lowest_kj_mol=108.9 smiles="NC(=O)[C@H](N)CCO.O.O.O.O" orbital_gap_ev=9.4106 charge=0 homo_ev=-8.9
N -0.413 -2.946 -0.473 -0.83
C 0.024 -1.947 -1.256 0.69
O 0.217 -1.966 -2.463 -0.69
C 0.258 -0.581 -0.497 -0.13
N -0.961 0.239 -0.641 -0.89
C 1.420 0.262 -1.029 -0.47
C 1.928 1.162 0.080 -0.05
O 0.846 1.895 0.626 -0.80
H -0.852 -2.728 0.407 0.43
H -0.515 -3.862 -0.892 0.39
H 0.597 -0.789 0.528 0.20
H -1.811 -0.135 -0.242 0.39
H -1.011 0.516 -1.612 0.39
H 1.193 0.501 -2.079 0.25
H 2.222 -0.433 -1.349 0.23
H 2.359 0.561 0.884 0.17
H 2.648 1.842 -0.360 0.18
H 0.000 1.798 0.152 0.52
O -1.413 -1.523 1.170 -0.99
H -1.225 -0.731 1.723 0.53
H -2.306 -1.811 1.370 0.48
O 0.274 2.589 3.056 -0.97
H 0.034 3.503 2.807 0.48
H 0.971 2.410 2.410 0.51
O -1.129 0.312 3.228 -1.00
H -1.789 0.486 3.898 0.48
H -0.679 1.127 2.929 0.52
O -0.566 0.344 -4.045 -0.97
H -0.493 -0.538 -3.664 0.50
H 0.172 0.442 -4.668 0.47

=====

no.,maximum force (Eh/bohr),calculated total energy (eV)
1,0.0060,-7832.0510
2,0.1066,-14557.2896
3,0.1101,-37690.2824
4,0.0710,-8047.4177
5,0.0373,-64867.3922
6,0.0604,-19705.1621